[1]
DFT (wB97M-V/def2-TZVPD) results for a 2-piece molecular cluster, C5H10N3O2 overall.

Element x y z (Å)
1 C 1.32407 1.37119 0.30370
2 C 1.81651 0.02494 -1.46442
3 C 2.11940 -1.01226 0.73037
4 C -3.83650 0.32869 -0.34397
5 C 1.47998 0.00125 -0.07492
6 N 1.08608 2.49266 0.40366
7 N -1.40035 -0.05456 -0.31291
8 N -0.39009 -0.60492 0.19900
9 O -0.43758 -1.43651 1.05924
10 O -2.70330 -0.25491 0.28599
11 H 2.99228 0.04476 -1.56833
12 H 1.60526 -0.91588 -1.84747
13 H 1.39932 0.79230 -2.13026
14 H 2.66944 -1.88153 0.19316
15 H 1.35568 -1.54360 1.31496
16 H 2.87253 -0.54330 1.50371
17 H -4.67901 -0.00374 0.28011
18 H -3.89943 0.12164 -1.37432
19 H -3.80843 1.33572 -0.25604
20 H -1.42646 0.87020 -0.83125

Results
frontier orbital gap: 9.6 eV
net charge: +1
lowest unoccupied orbital energy: -5.5546 eV
largest force on an atom: 4.79 eV Å⁻¹
HOMO: -0.555 hartree
ΔE to the lowest compared entry with this formula, charge and spin: 8.116 eV

List of Mulliken charges in e, atom by atom:
1. C -0.0372
2. C -1.4258
3. C -1.2640
4. C -0.6812
5. C 1.3584
6. N -0.3312
7. N -0.1587
8. N 0.6343
9. O -0.5528
10. O -0.2026
11. H 0.3658
12. H 0.4740
13. H 0.3724
14. H 0.3284
15. H 0.4260
16. H 0.3446
17. H 0.2766
18. H 0.3134
19. H 0.3846
20. H 0.3749

[2]
DFT (wB97M-V/def2-TZVPD) results for one molecule with the formula C18H22N2O3S.

Element x y z (Å)
1 C -6.31145 -1.90083 1.40560
2 C -4.71606 -1.69100 1.52888
3 C -4.17867 -0.47541 0.60978
4 C -2.78731 -0.37741 0.81948
5 O -2.45274 0.61832 0.22861
6 C -2.03748 0.49879 -1.31880
7 O -2.17723 -0.56626 -1.82990
8 C -1.56812 1.69387 -1.94433
9 S -0.58740 2.68504 -1.03317
10 C 0.55411 1.80284 -0.25827
11 N 0.30448 0.43277 -0.72734
12 C 1.05691 -0.53199 -0.04102
13 C 2.29619 -0.36078 0.65432
14 C 2.46478 1.08170 1.01158
15 C 1.73389 2.22984 0.43076
16 C 1.80106 3.52929 0.93110
17 N 1.95255 4.58032 0.98613
18 C 3.19985 -1.13487 1.09254
19 O 4.14411 -0.93784 1.83766
20 C 2.82259 -2.49324 0.42576
21 C 2.05048 -2.96566 -0.64662
22 C 2.94210 -2.15764 -1.85091
23 C 1.59248 -4.26124 -0.99067
24 C 0.82852 -1.70166 -0.49352
25 H -6.96692 -1.13605 1.57865
26 H -6.66931 -2.11144 0.21554
27 H -6.56894 -2.76362 1.95120
28 H -4.47055 -2.53368 1.55253
29 H -4.78076 -1.46934 2.60794
30 H -4.98151 0.49380 0.94621
31 H -4.42900 -0.89941 -0.25045
32 H -2.26118 -1.42529 0.42119
33 H -2.68253 -0.16056 1.93346
34 H -2.55772 2.50433 -2.18938
35 H -1.15483 1.56536 -2.93357
36 H 3.25253 1.47891 1.67874
37 H 2.29558 -3.02122 1.48268
38 H 3.71678 -3.22229 0.65254
39 H 3.14728 -1.32426 -1.57929
40 H 3.82652 -2.98182 -1.83138
41 H 2.35792 -2.27979 -2.80001
42 H 1.04632 -4.55612 -0.01704
43 H 1.02332 -4.45645 -1.80230
44 H 2.46779 -4.94006 -0.94282
45 H 0.16433 -2.30102 0.08199
46 H 0.20543 -1.88080 -1.18889

Results
frontier orbital gap: 7.9 eV
net charge: 0
lowest unoccupied orbital energy: -1.1236 eV
largest force on an atom: 16.65 eV Å⁻¹
HOMO: -0.332 hartree
ΔE to the lowest compared entry with this formula, charge and spin: 18.744 eV

List of Mulliken charges in e, atom by atom:
1. C -1.3306
2. C -1.2453
3. C -0.5626
4. C -0.1884
5. O -0.1880
6. C 0.5085
7. O -0.5126
8. C -0.3402
9. S -0.2842
10. C 0.4822
11. N -0.3070
12. C 0.7954
13. C 0.4136
14. C -1.0211
15. C 0.2335
16. C -0.1761
17. N -0.3999
18. C 0.5456
19. O -0.6758
20. C -0.7499
21. C 1.0381
22. C -1.5304
23. C -1.9027
24. C -2.3796
25. H 0.4206
26. H 0.2319
27. H 0.3861
28. H 1.0662
29. H 0.3262
30. H 0.2003
31. H 0.4196
32. H -0.0122
33. H 0.3811
34. H 0.3352
35. H 0.3872
36. H 0.4309
37. H 0.2379
38. H 0.2489
39. H 0.7195
40. H 0.3139
41. H 0.3067
42. H 0.3983
43. H 0.4400
44. H 0.3826
45. H 0.5587
46. H 1.5978

[3]
DFT (wB97M-V/def2-TZVPD) results for a 7-piece molecular cluster, H14O7 overall.

Element x y z (Å)
1 O 0.82824 0.05494 0.33239
2 H -0.10194 -0.29781 0.24571
3 H 0.73259 0.85987 -0.08116
4 O 2.91811 -0.92906 -0.13254
5 H 2.69109 -1.59000 -0.78597
6 H 2.78259 -0.09563 -0.62466
7 O -2.38567 1.44799 1.58614
8 H -3.26755 1.59033 1.60570
9 H -2.07928 1.29742 2.46870
10 O -2.58674 -2.95954 -2.37421
11 H -2.43602 -2.66687 -3.21232
12 H -3.33165 -2.52837 -1.96064
13 O -0.43218 -2.18709 2.25504
14 H -0.97347 -1.51371 2.74683
15 H -0.67696 -2.90432 2.78569
16 O -2.61441 3.13129 -1.27919
17 H -1.66477 3.23225 -0.98464
18 H -2.77082 2.33853 -0.81139
19 O 4.90885 0.91606 -0.78132
20 H 5.70909 1.45796 -1.08911
21 H 4.75089 1.34578 0.09097

Results
frontier orbital gap: 9.6 eV
net charge: 0
lowest unoccupied orbital energy: 0.1191 eV
largest force on an atom: 4.45 eV Å⁻¹
HOMO: -0.347 hartree
ΔE to the lowest compared entry with this formula, charge and spin: 3.582 eV

List of Mulliken charges in e, atom by atom:
1. O -0.5772
2. H 0.3055
3. H 0.2802
4. O -0.5942
5. H 0.2838
6. H 0.2871
7. O -0.5636
8. H 0.2784
9. H 0.2908
10. O -0.6148
11. H 0.2996
12. H 0.3152
13. O -0.5741
14. H 0.2839
15. H 0.2889
16. O -0.6234
17. H 0.3220
18. H 0.2990
19. O -0.6046
20. H 0.2956
21. H 0.3219

What is the formula in the first record?
C5H10N3O2

Among the records above, which one has the lowest lowest unoccupied orbital energy?
C5H10N3O2